DFT (ωB97M-V with the def2-TZVPD basis set) results for a 2-piece molecular cluster, C4H4F2O overall.

Computed properties:
Net charge = 0
Total energy = -429.6411 hartree
E_HOMO = -8.8 eV
Structure (SMILES) = OC=C(F)F.C#C
Energy relative to the best compared isomer or geometry (same formula, charge and spin) = 347.85 kJ/mol

The geometry in XYZ format:
```
11
Properties=species:S:1:pos:R:3:nbo_charge:R:1
F -1.818 0.059 1.205 -0.305
F -1.980 -1.071 -0.716 -0.326
O -0.102 1.942 -0.251 -0.661
C -0.647 0.835 -0.704 -0.010
C 1.976 -0.688 0.031 -0.232
C -1.506 0.036 -0.068 0.619
C 1.385 -1.350 0.830 -0.230
H -0.131 0.524 -1.574 0.198
H 0.795 -2.062 1.331 0.234
H -0.252 2.029 0.775 0.488
H 2.281 -0.254 -0.858 0.225
```


DFT (ωB97M-V with the def2-TZVPD basis set) results for one molecule with the formula C4H4F3N3.

Computed properties:
Net charge = 0
Total energy = -618.6616 hartree
E_HOMO = -8.5 eV
Structure (SMILES) = Nc1[nH]ncc1C(F)(F)F
Energy relative to the best compared isomer or geometry (same formula, charge and spin) = 0.00 kJ/mol

The geometry in XYZ format:
```
14
Properties=species:S:1:pos:R:3:nbo_charge:R:1
F 2.920 0.924 -0.922 -0.339
F 3.726 -0.952 -0.125 -0.320
F 3.122 0.713 1.147 -0.341
N -0.328 -2.063 0.218 -0.319
N -0.383 1.396 -0.299 -0.794
N -0.868 -0.831 0.028 -0.346
C 0.997 -1.962 0.239 -0.005
C 1.356 -0.572 0.100 -0.353
C -0.013 0.132 -0.083 0.400
C 2.769 -0.011 0.050 0.978
H -1.888 -0.740 0.085 0.413
H -1.260 1.763 -0.222 0.387
H 1.761 -2.767 0.596 0.241
H 0.176 2.136 0.034 0.398
```


DFT (ωB97M-V with the def2-TZVPD basis set) results for an isolated ion of composition C4H4F3N4O and charge +1.

Computed properties:
Net charge = +1
Total energy = -748.2796 hartree
E_HOMO = -13.8 eV
Structure (SMILES) = NC(=O)C(/N=C(F)\[NH+]=C/F)=N\F
Energy relative to the best compared isomer or geometry (same formula, charge and spin) = 111.10 kJ/mol

The geometry in XYZ format:
```
16
Properties=species:S:1:pos:R:3:nbo_charge:R:1
F 2.589 -1.672 -0.282 -0.275
F -0.931 2.216 1.786 -0.204
F -0.886 -1.518 1.602 -0.208
O -0.533 0.333 -1.526 -0.611
N 1.315 -0.027 0.479 -0.359
N 0.431 -2.228 -0.069 -0.525
N -0.569 2.580 -1.075 -0.776
N -0.055 1.213 1.642 -0.031
C -0.639 -2.366 0.630 0.712
C 0.345 0.862 0.499 0.215
C -0.305 1.329 -0.903 0.667
C 1.392 -1.186 0.123 0.794
H 0.636 -2.792 -0.880 0.486
H -1.432 -3.061 0.520 0.239
H -1.115 2.865 -1.908 0.427
H -0.243 3.451 -0.638 0.449
```


DFT (ωB97M-V with the def2-TZVPD basis set) results for a 2-piece molecular cluster, C4H4F5O2S overall.

Computed properties:
Net charge = -1
Total energy = -1202.8096 hartree
E_HOMO = -4.0 eV

The geometry in XYZ format:
```
16
Properties=species:S:1:pos:R:3:nbo_charge:R:1
S 1.449 -2.076 0.166 1.489
F -2.256 -0.292 -1.377 -0.311
F -1.634 1.745 -1.040 -0.330
F -1.705 -0.834 1.386 -0.340
F -3.382 0.973 -0.049 -0.344
F -1.003 1.234 1.560 -0.362
O 0.445 -2.999 -0.377 -1.026
O 2.561 -1.789 -0.803 -1.046
C 0.806 -0.317 -0.207 -0.297
C 1.686 0.752 0.333 -0.706
C -2.111 0.639 -0.430 0.880
C -1.183 0.198 0.676 0.532
H 2.713 0.446 0.132 0.252
H 1.505 1.724 -0.126 0.203
H 0.541 -0.242 -1.256 0.193
H 1.568 0.837 1.412 0.213
```


DFT (ωB97M-V with the def2-TZVPD basis set) results for one molecule with the formula C4H4FN.

Computed properties:
Net charge = 0
Total energy = -309.2404 hartree
E_HOMO = -9.7 eV
Structure (SMILES) = F/N=C/C1C=C1
Energy relative to the best compared isomer or geometry (same formula, charge and spin) = 476.31 kJ/mol

The geometry in XYZ format:
```
10
Properties=species:S:1:pos:R:3:nbo_charge:R:1
F 0.784 -1.926 -2.123 -0.253
N 0.512 -0.729 -1.546 -0.018
C -0.263 1.449 0.176 -0.132
C 0.481 -0.848 -0.307 0.036
C 0.263 0.199 0.634 -0.331
C -1.211 0.717 0.795 -0.162
H -2.160 0.296 1.051 0.246
H 0.055 2.399 -0.205 0.232
H 1.099 0.266 1.369 0.200
H 0.441 -1.824 0.157 0.182
```


DFT (ωB97M-V with the def2-TZVPD basis set) results for one molecule with the formula C4H4FNO.

Computed properties:
Net charge = 0
Total energy = -384.5194 hartree
E_HOMO = -8.6 eV
Structure (SMILES) = Cc1oncc1F
Energy relative to the best compared isomer or geometry (same formula, charge and spin) = 409.95 kJ/mol

The geometry in XYZ format:
```
11
Properties=species:S:1:pos:R:3:nbo_charge:R:1
F -1.137 -0.008 -2.451 -0.310
O -0.308 1.477 0.707 -0.254
N -1.086 2.467 0.211 -0.164
C 0.597 -0.782 0.456 -0.692
C -1.211 0.826 -1.367 0.274
C -0.243 0.398 0.011 0.329
C -1.553 2.080 -0.991 -0.157
H 0.064 -1.493 1.079 0.250
H 1.239 -0.062 0.955 0.247
H -2.224 2.697 -1.480 0.226
H 1.227 -1.189 -0.417 0.250
```


Results for E_LUMO: 0.73 0.50 -6.22 3.69 1.04 0.86 (in eV, following the order of the records).
Results for frontier orbital gap: 9.53 8.95 7.57 7.65 10.78 9.47 (in eV, following the order of the records).
Results for strongest force on any atom: 4.7 5.4 5.3 3.4 4.4 8.0 (in eV/A, following the order of the records).